The following is a DFT calculation (ωB97M-V/def2-TZVPD) of C3H6O2 as an isolated structure.

```
11
Properties=species:S:1:pos:R:3:forces:R:3
O 0.939350 1.905980 0.062893 0.0 0.0 0.0
C 1.101112 0.623716 0.042739 -0.1 -0.3 -0.2
C -0.191748 -0.182590 0.050811 0.0 0.1 0.3
C -0.863714 -1.445280 0.297843 0.0 -0.3 -0.1
O -1.220990 -0.124488 0.840638 0.1 0.2 -0.1
H -0.306060 1.695227 -1.048421 0.0 0.0 0.1
H 1.754668 0.162428 -0.731772 -0.1 0.1 0.1
H 1.417943 0.147904 1.020374 0.0 0.0 0.0
H -0.757795 1.107460 -1.364922 0.0 0.0 0.0
H -0.491139 -2.141622 1.044218 0.0 0.1 -0.1
H -1.562263 -1.824956 -0.442056 0.1 0.1 0.1
```
Positions in Å, forces in eV/Å.

The electronic energy comes out at -268.168864 Eh. The LUMO energy (spin up / spin down) comes out at -0.0155 / -0.0155 Eh. The relative energy (zero: lowest compared OMol25 entry of this formula, charge and spin) is 620.6 kJ/mol. The calculation puts the gap between HOMO and LUMO (spin up / spin down) at 0.31115 / 0.31108 hartree. The calculation puts the highest occupied orbital energy (spin up / spin down) at -8.888 / -8.886 eV.